# 1
Formula: C6H2Cl2
Source: the OMol25 dataset
Level of theory: the ωB97M-V functional and the def2-TZVPD basis

Structure (XYZ):
```
10
Properties=species:S:1:pos:R:3:forces:R:3:mulliken_charge:R:1
Cl 1.48944 0.86156 2.72254 0.0 -0.2 0.0 -0.167
Cl -0.18697 -2.26311 -1.66674 0.3 0.7 0.6 -0.184
C -0.93319 1.41104 -0.30671 -0.6 -1.8 -2.7 -0.237
C -0.27350 1.55937 0.69183 1.7 -0.8 2.4 0.050
C -0.92717 0.29807 -1.21868 -0.7 1.2 1.0 -0.378
C 0.55869 0.57678 1.30707 -0.5 0.0 -2.0 0.267
C 0.65393 -0.58181 0.50532 -1.1 0.1 -0.9 -0.358
C -0.16881 -0.75834 -0.76142 1.3 1.0 2.2 0.243
H -1.56306 0.26389 -2.07908 0.0 -0.3 -0.4 0.424
H 1.35065 -1.36746 0.80587 -0.4 0.1 -0.1 0.340
```
Positions in Å, forces in eV/Å.

Results
- LUMO (eV) = -0.6
- F_max (eV Å⁻¹) = 3.28
- ΔE to the lowest compared entry with this formula, charge and spin (eV) = 0.0000
- orbital gap (eV) = 9.174

***

# 2
Formula: C5H4N2O2
Source: the OMol25 dataset
Level of theory: the ωB97M-V functional and the def2-TZVPD basis

Structure (XYZ):
```
13
Properties=species:S:1:pos:R:3:forces:R:3:mulliken_charge:R:1
C -0.24740 2.38941 -4.28974 -0.9 -0.8 0.1 0.464
C 0.51592 1.44575 -2.09744 -2.0 0.5 -0.3 -0.181
C 0.28726 0.47787 -0.10210 1.3 -1.7 3.6 0.237
C 1.45120 1.06718 0.16157 3.1 1.4 0.2 0.727
C -0.50765 -0.46488 0.90616 1.6 1.3 -3.2 -1.405
N -0.27485 0.88697 -1.26549 0.3 0.2 -1.6 -0.395
N -0.07218 1.95385 -3.20428 0.2 0.4 -0.6 0.000
O -0.65762 2.69471 -5.33412 0.4 0.7 -0.8 -0.444
O 2.49433 1.68195 0.16798 -3.5 -2.1 0.4 -0.476
H 1.53425 1.73369 -1.96991 0.8 -0.3 0.2 0.338
H 0.05154 -1.05837 1.58885 0.5 -0.4 0.2 0.381
H -1.07678 0.24038 1.35899 -1.8 1.9 2.3 0.375
H -1.23426 -0.96318 0.30506 -0.1 -1.1 -0.5 0.378
```
Positions in Å, forces in eV/Å.

Results
- LUMO (eV) = 0.2
- F_max (eV Å⁻¹) = 4.18
- ΔE to the lowest compared entry with this formula, charge and spin (eV) = 2.8520
- orbital gap (eV) = 8.504

***

# 3
Formula: C5H9NO
Source: the OMol25 dataset
Level of theory: the ωB97M-V functional and the def2-TZVPD basis

Structure (XYZ):
```
16
Properties=species:S:1:pos:R:3:forces:R:3:mulliken_charge:R:1
C 2.30758 -0.09435 0.17221 0.1 0.0 0.0 -1.360
C 0.84594 -0.36696 0.20617 0.1 -0.1 0.1 0.186
C -0.12335 -0.73646 -0.89073 0.0 0.0 -0.1 -0.425
N -1.17385 -0.51539 0.12308 -0.2 0.2 0.0 0.131
C -2.35834 -0.08275 0.03008 -0.1 -0.2 0.0 -0.318
C -0.08626 -0.32252 1.22646 0.0 0.1 0.2 0.391
O -0.32800 -0.13895 2.40008 0.1 0.0 -0.4 -0.690
H 2.89244 -1.00140 -0.03157 -0.1 0.1 0.0 0.327
H 2.63472 0.30230 1.13758 -0.1 -0.1 -0.1 0.312
H 2.57557 0.64281 -0.59628 -0.1 -0.1 0.1 0.294
H -0.24322 1.82417 -0.24434 -0.1 0.1 0.0 -0.135
H -0.24088 -0.04962 -1.74459 0.1 -0.1 0.1 0.327
H -0.11646 -1.77171 -1.25462 0.0 0.1 0.0 0.252
H -0.87302 2.09391 -0.54879 0.1 0.1 0.0 0.124
H -2.87003 -0.03797 -0.92832 0.1 0.0 0.1 0.301
H -2.84284 0.25488 0.94357 0.0 -0.1 -0.1 0.284
```
Positions in Å, forces in eV/Å.

Results
- LUMO (alpha / beta) (eV) = 0.1 / 0.1
- F_max (eV Å⁻¹) = 0.41
- ΔE to the lowest compared entry with this formula, charge and spin (eV) = 4.0354
- orbital gap (alpha / beta) (eV) = 7.633 / 7.634